[1]
{
  "formula": "C24H69NO11",
  "method": "ωB97M-V/def2-TZVPD",
  "relative_energy_kcal_mol": 1.14,
  "homo_lumo_gap_ha": 0.3314,
  "homo_ev": -8.747,
  "largest_force_ev_per_a": 2.23,
  "energy_ha": -1837.9642,
  "lumo_energy_ev": 0.27,
  "smiles": "COCCNCCOC.CCO.CCO.CCO.CCO.CCO.CCO.CCO.CCO.CCO",
  "elements": ["C", "O", "C", "C", "N", "C", "C", "O", "C", "H", "H", "H", "H", "H", "H", "H", "H", "H", "H", "H", "H", "H", "H", "H", "C", "C", "O", "H", "H", "H", "H", "H", "H", "C", "C", "O", "H", "H", "H", "H", "H", "H", "C", "C", "O", "H", "H", "H", "H", "H", "H", "C", "C", "O", "H", "H", "H", "H", "H", "H", "C", "C", "O", "H", "H", "H", "H", "H", "H", "C", "C", "O", "H", "H", "H", "H", "H", "H", "C", "C", "O", "H", "H", "H", "H", "H", "H", "C", "C", "O", "H", "H", "H", "H", "H", "H", "C", "C", "O", "H", "H", "H", "H", "H", "H"],
  "positions_angstrom": [[2.819, -8.075, 9.047], [2.755, -7.918, 7.596], [3.913, -7.338, 6.995], [3.694, -7.054, 5.537], [3.591, -8.243, 4.706], [3.050, -7.993, 3.352], [2.438, -9.313, 2.781], [1.286, -9.628, 3.615], [0.703, -10.935, 3.431], [3.610, -8.784, 9.292], [1.855, -8.525, 9.283], [2.877, -7.110, 9.551], [4.808, -7.946, 7.129], [4.182, -6.419, 7.516], [4.475, -6.377, 5.192], [2.824, -6.397, 5.538], [3.012, -8.884, 5.230], [3.821, -7.655, 2.659], [2.314, -7.189, 3.338], [3.196, -10.095, 2.721], [2.039, -9.128, 1.784], [0.425, -11.076, 2.387], [-0.232, -11.153, 3.948], [1.371, -11.768, 3.648], [4.851, -9.430, 21.202], [4.974, -8.580, 22.512], [4.189, -9.110, 23.561], [5.496, -8.892, 20.508], [3.828, -9.432, 20.826], [5.191, -10.458, 21.330], [4.704, -7.553, 22.268], [5.981, -8.658, 22.922], [4.142, -8.394, 24.198], [8.229, -6.345, 12.280], [8.901, -7.473, 11.461], [8.486, -8.718, 11.979], [7.167, -6.559, 12.398], [8.341, -5.323, 11.918], [8.614, -6.301, 13.299], [9.987, -7.427, 11.542], [8.650, -7.332, 10.409], [8.936, -9.439, 11.531], [4.556, -18.578, 10.380], [5.315, -18.646, 9.036], [4.434, -18.652, 7.972], [5.262, -18.608, 11.211], [3.803, -19.361, 10.464], [3.973, -17.663, 10.485], [5.890, -19.563, 8.902], [6.025, -17.848, 8.820], [4.973, -18.594, 7.180], [0.963, -4.927, 16.048], [2.140, -5.875, 16.038], [1.816, -7.161, 15.517], [0.142, -5.306, 16.656], [0.599, -4.786, 15.030], [1.116, -3.940, 16.484], [2.599, -6.046, 17.012], [2.902, -5.387, 15.431], [2.633, -7.662, 15.480], [0.716, -13.530, 15.372], [0.813, -14.433, 14.126], [-0.190, -15.440, 14.215], [0.924, -14.047, 16.309], [-0.283, -13.095, 15.400], [1.366, -12.656, 15.327], [1.802, -14.891, 14.100], [0.731, -13.856, 13.205], [-0.588, -15.508, 13.344], [6.506, -13.010, 14.492], [6.086, -11.844, 15.401], [5.669, -10.794, 14.628], [5.735, -13.465, 13.870], [6.820, -13.801, 15.174], [7.325, -12.705, 13.841], [6.857, -11.437, 16.056], [5.346, -12.182, 16.128], [6.371, -10.643, 13.990], [11.526, -8.873, 16.990], [12.521, -7.968, 16.286], [13.141, -7.109, 17.191], [10.715, -8.247, 17.362], [11.930, -9.419, 17.842], [11.173, -9.676, 16.342], [12.038, -7.399, 15.492], [13.294, -8.590, 15.834], [13.380, -6.308, 16.719], [4.969, -18.190, 17.256], [6.095, -19.136, 16.953], [6.912, -18.620, 15.884], [5.421, -17.222, 17.471], [4.305, -18.490, 18.067], [4.262, -18.034, 16.441], [5.766, -20.123, 16.628], [6.758, -19.172, 17.817], [7.560, -19.287, 15.643], [6.533, -12.878, 8.665], [7.911, -13.549, 8.920], [8.857, -12.538, 9.286], [6.269, -12.263, 9.525], [5.784, -13.669, 8.657], [6.441, -12.268, 7.766], [8.373, -14.040, 8.064], [7.815, -14.288, 9.715], [9.020, -11.901, 8.586]]
}


[2]
{
  "formula": "C24H70N6O8",
  "method": "ωB97M-V/def2-TZVPD",
  "relative_energy_kcal_mol": 74.22,
  "homo_lumo_gap_ha": 0.3242,
  "homo_ev": -8.456,
  "largest_force_ev_per_a": 2.93,
  "energy_ha": -1886.6522,
  "lumo_energy_ev": 0.37,
  "smiles": "COC[C@H](C)N.COC[C@H](C)N.COC[C@H](C)N.COC[C@H](C)N.COC[C@H](C)N.COC[C@H](C)N.O.O",
  "elements": ["C", "O", "C", "C", "C", "N", "H", "H", "H", "H", "H", "H", "H", "H", "H", "H", "H", "C", "O", "C", "C", "C", "N", "H", "H", "H", "H", "H", "H", "H", "H", "H", "H", "H", "C", "O", "C", "C", "C", "N", "H", "H", "H", "H", "H", "H", "H", "H", "H", "H", "H", "C", "O", "C", "C", "C", "N", "H", "H", "H", "H", "H", "H", "H", "H", "H", "H", "H", "C", "O", "C", "C", "C", "N", "H", "H", "H", "H", "H", "H", "H", "H", "H", "H", "H", "C", "O", "C", "C", "C", "N", "H", "H", "H", "H", "H", "H", "H", "H", "H", "H", "H", "O", "H", "H", "O", "H", "H"],
  "positions_angstrom": [[8.240, 14.055, 16.636], [7.298, 14.022, 17.718], [7.876, 14.443, 18.984], [6.724, 14.659, 19.993], [7.378, 15.100, 21.268], [5.923, 13.451, 20.148], [7.839, 13.519, 15.777], [9.196, 13.631, 16.945], [8.382, 15.110, 16.399], [8.588, 13.663, 19.252], [8.438, 15.370, 18.868], [6.120, 15.472, 19.590], [8.142, 15.876, 21.232], [7.918, 14.219, 21.614], [6.667, 15.479, 22.002], [6.530, 12.647, 20.076], [5.573, 13.405, 19.202], [13.125, 19.272, 16.122], [14.114, 18.287, 15.917], [13.636, 17.248, 15.089], [14.705, 16.109, 14.848], [15.893, 16.451, 13.937], [14.059, 14.993, 14.118], [12.105, 18.921, 16.279], [13.133, 19.910, 15.239], [13.586, 19.780, 16.969], [12.788, 16.783, 15.592], [13.325, 17.677, 14.137], [15.123, 15.813, 15.810], [16.255, 17.448, 14.189], [15.664, 16.578, 12.879], [16.718, 15.740, 13.981], [13.115, 14.965, 14.476], [13.887, 15.168, 13.138], [10.596, 11.113, 17.097], [11.352, 12.241, 16.597], [12.778, 12.421, 16.853], [13.724, 11.535, 15.941], [15.222, 11.693, 16.215], [13.449, 11.790, 14.543], [10.969, 10.954, 18.109], [10.875, 10.272, 16.463], [9.513, 11.161, 17.213], [13.076, 13.465, 16.753], [13.079, 12.185, 17.874], [13.610, 10.491, 16.231], [15.438, 11.469, 17.259], [15.415, 12.757, 16.076], [15.887, 11.129, 15.560], [12.442, 11.843, 14.474], [13.802, 12.688, 14.244], [12.238, 12.341, 7.902], [12.385, 11.944, 9.357], [11.345, 12.458, 10.162], [11.358, 13.976, 10.304], [12.627, 14.567, 10.923], [10.217, 14.427, 11.085], [12.468, 13.396, 7.752], [11.273, 12.037, 7.497], [12.945, 11.738, 7.334], [10.390, 12.116, 9.762], [11.495, 12.052, 11.162], [11.178, 14.352, 9.297], [13.476, 14.413, 10.258], [12.801, 14.092, 11.888], [12.551, 15.649, 11.032], [10.547, 14.768, 11.976], [9.518, 13.725, 11.284], [8.713, 12.044, 13.213], [8.764, 11.410, 11.902], [8.043, 10.187, 11.840], [8.468, 9.263, 12.948], [9.930, 8.873, 12.918], [7.679, 8.041, 12.911], [7.764, 12.358, 13.648], [9.318, 12.948, 13.145], [9.176, 11.541, 14.062], [6.983, 10.417, 11.954], [8.124, 9.677, 10.880], [8.159, 9.619, 13.931], [10.162, 8.457, 13.899], [10.569, 9.754, 12.860], [10.336, 8.131, 12.230], [8.018, 7.539, 13.720], [8.089, 7.461, 12.193], [11.409, 21.460, 13.343], [10.966, 20.986, 12.078], [9.798, 20.089, 11.980], [9.844, 18.894, 12.990], [11.054, 17.984, 12.607], [8.686, 18.127, 12.638], [11.174, 20.855, 14.219], [10.839, 22.383, 13.449], [12.464, 21.727, 13.405], [8.842, 20.606, 12.056], [9.799, 19.622, 10.995], [9.820, 19.114, 14.057], [10.850, 17.314, 11.772], [11.224, 17.176, 13.319], [11.958, 18.580, 12.485], [7.893, 18.690, 12.911], [8.589, 18.032, 11.637], [9.068, 15.740, 13.939], [8.236, 15.289, 13.802], [8.973, 16.569, 13.469], [11.207, 14.206, 14.176], [11.373, 13.669, 14.951], [10.430, 14.717, 14.401]]
}


[3]
{
  "formula": "C24H71NO11",
  "method": "ωB97M-V/def2-TZVPD",
  "relative_energy_kcal_mol": 0.00,
  "homo_lumo_gap_ha": 0.3662,
  "homo_ev": -9.627,
  "largest_force_ev_per_a": 2.73,
  "energy_ha": -1839.2171,
  "lumo_energy_ev": 0.34,
  "smiles": "COC[C@H](C)N.CCO.CCO.CCO.CCO.CCO.CCO.CCO.CCO.CCO.CCO",
  "elements": ["C", "O", "C", "C", "C", "N", "H", "H", "H", "H", "H", "H", "H", "H", "H", "H", "H", "C", "C", "O", "H", "H", "H", "H", "H", "H", "C", "C", "O", "H", "H", "H", "H", "H", "H", "C", "C", "O", "H", "H", "H", "H", "H", "H", "C", "C", "O", "H", "H", "H", "H", "H", "H", "C", "C", "O", "H", "H", "H", "H", "H", "H", "C", "C", "O", "H", "H", "H", "H", "H", "H", "C", "C", "O", "H", "H", "H", "H", "H", "H", "C", "C", "O", "H", "H", "H", "H", "H", "H", "C", "C", "O", "H", "H", "H", "H", "H", "H", "C", "C", "O", "H", "H", "H", "H", "H", "H"],
  "positions_angstrom": [[1.921, 2.830, 1.664], [0.749, 2.309, 1.170], [0.553, 2.523, -0.276], [0.440, 3.999, -0.713], [-0.946, 4.523, -0.499], [0.669, 4.109, -2.142], [2.881, 2.429, 1.338], [1.893, 2.626, 2.734], [1.942, 3.920, 1.656], [1.299, 1.984, -0.860], [-0.406, 2.014, -0.371], [1.143, 4.684, -0.239], [-1.684, 3.843, -0.923], [-1.125, 5.447, -1.050], [-1.172, 4.586, 0.566], [1.641, 4.115, -2.415], [0.297, 4.980, -2.491], [-2.278, -2.949, 3.546], [-2.907, -4.126, 2.785], [-2.851, -5.271, 3.593], [-1.204, -3.101, 3.657], [-2.761, -2.744, 4.501], [-2.259, -1.985, 3.038], [-2.355, -4.250, 1.853], [-3.986, -4.039, 2.663], [-2.330, -5.119, 4.384], [1.157, -1.557, 0.207], [-0.284, -1.160, 0.481], [-0.416, -0.407, 1.725], [1.708, -0.835, -0.395], [1.069, -2.481, -0.364], [1.625, -1.841, 1.150], [-0.842, -2.096, 0.514], [-0.727, -0.673, -0.388], [-0.011, 0.452, 1.585], [3.510, 1.022, -2.757], [3.197, 0.618, -4.242], [4.125, -0.372, -4.623], [4.559, 1.291, -2.633], [3.347, 0.197, -2.062], [3.028, 1.976, -2.545], [3.290, 1.492, -4.886], [2.142, 0.453, -4.462], [3.692, -1.226, -4.558], [0.955, -2.763, -3.214], [1.469, -3.382, -4.533], [2.586, -2.589, -4.986], [0.041, -3.244, -2.868], [0.712, -1.735, -3.486], [1.753, -2.718, -2.473], [0.642, -3.317, -5.241], [1.730, -4.412, -4.290], [2.979, -3.066, -5.720], [-3.207, 1.291, 0.676], [-4.371, 1.385, -0.328], [-4.908, 2.635, -0.297], [-2.590, 0.418, 0.463], [-3.601, 1.238, 1.691], [-2.583, 2.183, 0.727], [-5.129, 0.613, -0.193], [-4.027, 1.286, -1.357], [-5.150, 2.892, 0.596], [4.961, -0.743, 0.525], [4.787, -2.203, 0.181], [4.100, -2.850, 1.236], [5.681, -0.685, 1.342], [4.017, -0.242, 0.736], [5.367, -0.309, -0.389], [5.789, -2.619, 0.079], [4.257, -2.390, -0.753], [3.673, -3.616, 0.846], [-3.544, -2.339, -0.804], [-4.421, -3.524, -1.169], [-5.751, -3.234, -0.744], [-3.746, -1.936, 0.188], [-3.681, -1.522, -1.512], [-2.521, -2.708, -0.881], [-4.050, -4.443, -0.715], [-4.505, -3.741, -2.234], [-6.012, -3.943, -0.152], [-0.801, 2.517, 4.359], [-1.510, 3.809, 3.929], [-2.820, 3.518, 3.552], [0.257, 2.711, 4.532], [-0.993, 1.595, 3.810], [-1.238, 2.328, 5.340], [-1.037, 4.192, 3.025], [-1.564, 4.633, 4.641], [-3.203, 4.348, 3.259], [2.494, 0.232, 4.599], [2.509, -0.868, 3.550], [3.756, -1.486, 3.654], [1.594, 0.840, 4.517], [3.272, 0.931, 4.293], [2.666, -0.184, 5.592], [2.462, -0.371, 2.580], [1.727, -1.612, 3.699], [3.939, -1.983, 2.854], [-2.025, 0.193, -4.011], [-1.683, 1.384, -3.129], [-0.435, 1.908, -3.562], [-2.957, -0.273, -3.691], [-1.290, -0.609, -4.072], [-2.012, 0.572, -5.033], [-1.537, 1.077, -2.093], [-2.467, 2.140, -3.089], [-0.139, 2.601, -2.968]]
}